No. 1
ORCA calculation (ωB97M-V/def2-TZVPD) on the molecule C4H7N3 at a distorted geometry.

Values from the calculation:
Relative energy (zero: lowest compared OMol25 entry of this formula, charge and spin), eV: 4.541
HOMO level, Ha: -0.310
SMILES: [H]/N=C1\NC[C@H]2N[C@@H]12

Structure (XYZ):
```
14
Properties=species:S:1:pos:R:3:forces:R:3:nbo_charge:R:1
H 0.78578 0.26311 3.02838 1.505 2.242 -4.149 0.326
N 1.05664 1.00172 2.05032 -1.446 -3.485 -0.126 -0.722
C 0.83132 0.42175 0.85551 -2.592 -0.702 1.770 0.431
N 0.55663 -0.94517 0.54773 2.945 0.644 4.835 -0.647
C -0.19542 -1.28220 -0.68076 -1.370 -1.483 3.623 -0.232
C -0.51581 0.07110 -1.24995 2.086 1.300 0.010 -0.114
N -1.22800 1.00118 -0.29060 -1.050 0.017 -2.772 -0.592
C 0.26190 1.19083 -0.36891 -2.209 -4.104 0.283 -0.119
H 0.95595 -1.54386 1.46394 -2.074 1.301 -3.818 0.412
H -1.25580 -1.74394 -0.26959 2.506 0.603 -1.437 0.202
H 0.46637 -2.02494 -1.19998 -1.229 0.868 -0.396 0.221
H -0.59444 -0.05810 -2.38921 -0.232 1.431 1.760 0.229
H -1.91338 1.61027 -0.91404 2.445 -0.935 1.734 0.381
H 0.78825 2.03825 -0.58284 0.716 2.304 -1.317 0.224
```
Positions in Å, forces in eV/Å.

=====

No. 2
ORCA calculation (ωB97M-V/def2-TZVPD) on the molecule C4H7N3 at a distorted geometry.

Values from the calculation:
Relative energy (zero: lowest compared OMol25 entry of this formula, charge and spin), eV: 2.419
HOMO level, Ha: -0.292

Structure (XYZ):
```
14
Properties=species:S:1:pos:R:3:forces:R:3:nbo_charge:R:1
C -1.22415 1.11735 1.88777 -0.038 0.044 0.178 -0.420
N -0.87915 0.73682 0.54050 0.265 -0.223 -0.058 -0.439
C 0.09065 -0.06173 0.29164 -0.169 0.149 -0.013 0.068
C 0.38717 -0.38453 -1.07784 0.021 0.006 0.062 -0.096
C 1.43482 -1.29882 -1.62705 0.037 -0.048 -0.033 -0.622
N -0.48920 0.28195 -1.82126 -0.682 0.563 0.213 -0.017
N -1.36626 1.01238 -1.62166 0.757 -0.636 -0.204 0.098
H -1.24837 2.20952 1.96433 -0.003 -0.157 0.001 0.205
H -0.51941 0.73056 2.63853 -0.097 0.042 -0.096 0.173
H -2.22792 0.74988 2.12941 0.141 0.066 -0.024 0.204
H 0.71536 -0.50725 1.07246 -0.092 0.071 -0.097 0.186
H 1.84883 -0.90992 -2.56224 -0.062 -0.044 0.133 0.226
H 2.26244 -1.37939 -0.91514 -0.126 0.019 -0.092 0.222
H 1.06277 -2.31310 -1.81829 0.047 0.148 0.029 0.212
```
Positions in Å, forces in eV/Å.

=====

No. 3
ORCA calculation (ωB97M-V/def2-TZVPD) on a structure of composition C4H7N3.

Values from the calculation:
Relative energy (zero: lowest compared OMol25 entry of this formula, charge and spin), eV: 6.088
HOMO level, Ha: -0.253

Structure (XYZ):
```
14
Properties=species:S:1:pos:R:3:forces:R:3:nbo_charge:R:1
C 2.44301 -0.05227 0.18968 0.129 -0.092 0.086 -0.414
N 1.17101 0.31406 -0.42760 -0.351 0.086 0.081 -0.566
C 0.01126 0.17758 0.13470 0.204 0.122 0.114 0.346
N -1.56125 1.06970 -1.50896 -0.224 -0.327 0.302 -0.296
N -2.25472 0.30024 -0.86218 0.143 0.133 -0.126 -0.237
C -1.83750 -0.64723 0.13900 -0.226 -0.141 -0.045 -0.210
C -0.82516 -0.25665 1.06070 0.248 0.145 -0.180 -0.391
H 2.30255 -0.95307 0.79066 0.014 0.103 -0.106 0.215
H 3.19963 -0.23797 -0.57690 -0.150 -0.002 0.074 0.207
H 2.79001 0.75861 0.84042 0.005 -0.164 -0.096 0.197
H 1.18904 0.87851 -1.27130 0.000 -0.017 0.141 0.407
H -3.28934 0.33707 -0.91878 0.115 -0.024 -0.053 0.336
H -2.52139 -1.48475 0.26819 0.122 0.127 -0.026 0.195
H -0.80582 -0.31371 2.15016 -0.028 0.051 -0.165 0.210
```
Positions in Å, forces in eV/Å.